A structure of composition C36H43AsI2N8O3S2Ti, computed with ωB97M-V/def2-TZVPD.

net charge = -2
electronic energy = -6538.4960 Ha
HOMO-LUMO gap (spin up / spin down) = 3.9 / 5.2 eV
E_HOMO (spin up / spin down) = -0.18 / -1.44 eV
max |F| = 1.04 eV Å⁻¹
2S+1 = 3
energy above the lowest of the compared OMol25 structures with the same formula, charge and spin = 0.0 kcal/mol

XYZ file:
```
96
Properties=species:S:1:pos:R:3:lowdin_spin:R:1
Ti 1.535 0.326 -0.433 0.963
I 2.758 -5.618 4.095 0.000
C 2.007 -4.064 2.861 -0.001
C 1.122 -4.365 1.828 0.000
C 0.616 -3.384 0.973 -0.001
I 3.488 -1.732 -1.474 0.011
C 1.070 -2.081 1.244 0.000
O 0.639 -1.064 0.438 -0.015
C 1.914 -1.741 2.310 -0.001
C 2.203 -0.314 2.689 0.000
N 2.605 0.598 1.603 0.011
C 4.040 0.705 1.383 0.004
C 4.343 1.447 0.105 0.003
C 5.581 2.018 -0.150 0.000
C 5.821 2.563 -1.397 0.003
C 4.829 2.526 -2.368 0.000
C 3.622 1.950 -2.039 0.004
N 3.395 1.440 -0.830 0.002
C 2.403 -2.767 3.118 0.000
H 0.827 -5.410 1.714 0.000
H 1.293 0.127 3.109 0.000
H 2.963 -0.307 3.483 0.000
H 2.266 1.532 1.833 0.002
H 4.557 1.196 2.218 0.000
H 4.446 -0.307 1.265 0.000
H 6.338 2.024 0.623 0.000
H 6.781 3.013 -1.618 0.000
H 4.989 2.936 -3.355 0.000
H 2.799 1.882 -2.739 0.001
H 3.073 -2.542 3.940 0.000
N -2.197 7.997 2.257 0.000
C -1.345 6.979 1.777 0.000
C -0.969 5.926 2.605 0.001
C -0.121 4.937 2.138 0.000
C 0.351 4.994 0.838 0.001
C 0.012 6.053 0.016 0.000
C -0.833 7.044 0.483 0.001
S 1.443 3.728 0.251 0.001
O 2.235 4.350 -0.792 0.000
O 2.200 3.326 1.431 0.000
N 0.658 2.464 -0.318 0.004
C -0.671 2.473 -0.696 0.035
N -1.507 3.415 -0.373 0.117
C -2.830 3.279 -0.741 0.279
C -3.285 2.129 -1.363 0.043
C -2.377 1.160 -1.706 0.265
N -1.021 1.369 -1.431 0.178
H -2.818 7.666 2.981 0.000
H -2.735 8.428 1.519 0.000
H -1.356 5.871 3.617 0.000
H 0.148 4.096 2.764 0.000
H 0.397 6.085 -0.994 0.000
H -1.111 7.869 -0.164 0.000
H -3.491 4.087 -0.455 0.024
H -4.337 1.976 -1.570 -0.006
H -2.624 0.207 -2.146 0.024
C -1.907 -5.118 -0.507 0.000
As -1.665 -3.206 -0.919 0.001
C -3.094 -3.200 -2.332 0.000
C -0.076 -3.373 -2.112 0.000
C -0.371 -3.808 -3.500 0.000
C -0.453 -5.162 -3.836 0.000
C -0.776 -5.567 -5.123 0.000
C -1.020 -4.627 -6.114 0.000
C -0.925 -3.277 -5.802 0.000
C -0.603 -2.876 -4.515 0.000
H -1.955 -5.715 -1.419 0.000
H -2.843 -5.246 0.041 0.000
H -1.073 -5.434 0.118 0.000
H -3.053 -4.044 -3.024 0.000
H -3.036 -2.273 -2.905 0.000
H -4.050 -3.210 -1.801 0.000
H 0.580 -4.061 -1.584 0.000
H 0.423 -2.406 -2.085 0.001
H -0.249 -5.903 -3.071 0.000
H -0.832 -6.626 -5.353 0.000
H -1.271 -4.942 -7.121 0.000
H -1.100 -2.529 -6.567 0.000
H -0.527 -1.820 -4.278 0.001
C -3.852 -0.650 4.333 0.000
N -2.466 -0.202 4.232 0.000
C -1.909 -0.116 2.949 0.000
S -1.402 1.369 2.369 0.002
N -1.839 -1.239 2.246 0.000
C -2.018 -2.584 2.763 0.000
H -4.148 -0.641 5.383 0.000
H -3.964 -1.668 3.969 0.000
H -4.535 -0.007 3.765 0.000
H -2.366 0.720 4.636 0.000
H -1.387 -1.167 1.337 0.000
H -3.014 -2.975 2.531 0.000
H -1.868 -2.590 3.843 0.000
H -1.269 -3.221 2.295 0.000
C -0.007 0.479 -2.008 0.022
H 0.279 0.893 -2.992 0.013
H -0.504 -0.473 -2.201 0.004
```



The ion C4H9FNO2S with charge +1, computed with ωB97M-V/def2-TZVPD.

net charge = +1
electronic energy = -860.7902 Ha
structure (SMILES) = O=S(=O)(F)[C@H]1CC[NH2+]C1
HOMO-LUMO gap = 11.3 eV
E_HOMO = -15.29 eV
max |F| = 6.64 eV Å⁻¹
energy above the lowest of the compared OMol25 structures with the same formula, charge and spin = 14.8 kcal/mol

XYZ file:
```
18
Properties=species:S:1:pos:R:3:nbo_charge:R:1
O 2.860 1.225 0.853 -0.830
S 2.127 0.088 0.290 2.280
O 2.715 -1.219 0.635 -0.848
F 2.136 0.224 -1.350 -0.477
C 0.392 0.146 0.875 -0.481
C -0.321 1.325 0.054 -0.421
C -1.546 0.525 -0.520 -0.240
N -0.983 -0.796 -0.892 -0.508
C -0.253 -1.209 0.389 -0.245
H 0.193 0.339 1.940 0.320
H -0.761 2.140 0.654 0.273
H 0.363 1.754 -0.702 0.255
H -2.120 0.289 0.406 0.215
H -2.269 1.023 -1.184 0.274
H -0.259 -0.682 -1.608 0.447
H -1.638 -1.565 -1.041 0.459
H -1.064 -1.562 1.052 0.244
H 0.428 -2.046 0.148 0.284
```